Entry 1:
The following is a DFT calculation (ωB97M-V with the def2-TZVPD basis set) of a structure of composition C32H34BaN5OSTe in a non-equilibrium geometry.

Each line ends with the Löwdin charge.
Geometry (Å):
1 Ba -0.994 0.694 -4.127  1.8124
2 N -2.818 4.162 -1.946  0.0574
3 C -2.895 3.053 -2.732  -0.9865
4 S -2.512 3.259 -4.398  0.3557
5 N -3.329 1.969 -2.128  -0.0520
6 N -3.186 0.781 -2.725  -0.2199
7 C -4.010 -0.140 -2.394  -0.1175
8 C -3.893 -1.498 -2.901  -0.2853
9 C -4.865 -2.441 -2.552  -0.0192
10 C -4.742 -3.742 -2.999  -0.0598
11 C -3.647 -4.079 -3.783  -0.0608
12 C -2.736 -3.083 -4.094  -0.1400
13 N -2.847 -1.827 -3.677  0.0467
14 H -2.870 5.051 -2.407  0.0709
15 H -3.202 4.092 -1.017  0.0933
16 H -4.824 0.070 -1.701  0.1233
17 H -5.705 -2.142 -1.939  0.1133
18 H -5.484 -4.485 -2.741  0.1098
19 H -3.502 -5.088 -4.143  0.1033
20 H -1.864 -3.304 -4.701  0.1118
21 C -0.591 3.516 6.040  -0.0535
22 C -0.411 2.944 4.659  -0.2720
23 C -1.198 1.898 4.201  -0.0201
24 C -1.036 1.359 2.927  -0.2967
25 C -1.947 0.234 2.500  -0.0734
26 C -0.046 1.879 2.084  -0.3304
27 Te -0.045 1.147 -0.056  1.6397
28 N 0.449 0.769 -2.139  -0.4613
29 C 1.418 0.299 -2.873  -0.7023
30 O 1.178 -0.077 -4.076  -0.4040
31 C 2.840 0.187 -2.397  -0.1507
32 C 3.649 -0.803 -2.946  -0.0218
33 C 4.967 -0.938 -2.540  -0.0774
34 C 5.497 -0.067 -1.598  -0.0866
35 C 4.703 0.942 -1.073  -0.0836
36 C 3.381 1.067 -1.468  -0.0527
37 C 0.690 -0.761 0.540  -0.3395
38 C 1.814 -0.888 1.364  -0.2707
39 C 2.616 0.283 1.866  -0.0651
40 C 2.226 -2.159 1.761  -0.0109
41 C 1.564 -3.305 1.357  -0.2638
42 C 2.022 -4.669 1.798  -0.0492
43 C 0.463 -3.161 0.523  -0.0158
44 C 0.015 -1.916 0.106  -0.2983
45 C -1.163 -1.865 -0.826  -0.0836
46 C 0.739 2.948 2.522  -0.3178
47 C 1.812 3.572 1.659  -0.0785
48 C 0.551 3.460 3.803  -0.0234
49 H -1.470 3.097 6.528  0.0716
50 H -0.703 4.600 5.996  0.0785
51 H 0.279 3.299 6.663  0.0806
52 H -1.969 1.491 4.848  0.1114
53 H -2.654 -0.008 3.293  0.0750
54 H -1.380 -0.668 2.264  0.0690
55 H -2.517 0.516 1.610  0.0623
56 H 3.230 -1.464 -3.693  0.1132
57 H 5.584 -1.719 -2.967  0.1014
58 H 6.528 -0.167 -1.283  0.1004
59 H 5.116 1.639 -0.353  0.1050
60 H 2.768 1.870 -1.079  0.0810
61 H 2.507 1.143 1.213  0.0114
62 H 3.672 0.017 1.919  0.0863
63 H 2.282 0.570 2.866  0.0954
64 H 3.094 -2.240 2.406  0.1183
65 H 2.910 -4.597 2.424  0.0728
66 H 2.258 -5.293 0.934  0.0809
67 H 1.241 -5.175 2.368  0.0811
68 H -0.065 -4.048 0.187  0.1198
69 H -1.749 -2.782 -0.764  0.0845
70 H -0.820 -1.747 -1.855  0.0624
71 H -1.813 -1.019 -0.601  0.0349
72 H 1.617 3.394 0.602  0.0300
73 H 2.794 3.159 1.901  0.0787
74 H 1.854 4.648 1.825  0.0805
75 H 1.173 4.287 4.135  0.1201

* lowest unoccupied orbital energy (spin up / spin down): -0.01003 / -0.03368 hartree
* highest occupied orbital energy (spin up / spin down): -7.2 / -7.6 eV
* expectation value of S²: 0.760
* energy above the lowest of the compared OMol25 structures with the same formula, charge and spin: 8.05 kcal per mole
* spin multiplicity: 2
* Kohn-Sham gap (spin up / spin down): 6.91 / 6.67 eV
* calculated total energy: -62056.1648 eV
* charge: 0

=====

Entry 2:
The following is a DFT calculation (ωB97M-V with the def2-TZVPD basis set) of a structure of composition C32H34Cl5Ge2N3ORuSe.

Each line ends with the Löwdin charge.
Geometry (Å):
1 Ru 0.536 0.110 0.255  0.6622
2 Cl 4.384 0.706 6.299  0.8883
3 C 3.635 0.994 4.839  -0.6508
4 C 2.999 -0.106 4.150  -0.6790
5 Cl 3.022 -1.655 4.832  0.8195
6 C 2.398 0.137 2.955  -0.5119
7 Cl 1.636 -1.164 2.062  0.7733
8 C 2.352 1.439 2.358  -0.4152
9 O 1.761 1.654 1.266  -0.1694
10 C 3.007 2.520 3.070  -0.5926
11 Cl 2.952 4.044 2.347  0.8529
12 C 3.628 2.299 4.279  -0.6949
13 Cl 4.381 3.569 5.109  0.8163
14 C -5.309 -0.277 0.671  -0.1917
15 Ge -3.787 0.640 -0.052  0.8702
16 C -3.592 2.485 0.510  -0.2159
17 C -3.369 0.342 -1.927  -0.2272
18 Ge -1.606 -0.732 1.048  0.9064
19 C -1.934 -0.587 2.944  -0.3757
20 C -2.628 0.466 3.538  -0.1203
21 C -2.869 0.464 4.904  -0.0496
22 C -2.416 -0.587 5.689  -0.0363
23 C -1.720 -1.640 5.108  -0.0483
24 C -1.484 -1.647 3.742  -0.1234
25 C -1.757 -2.493 0.263  -0.3837
26 C -2.762 -2.871 -0.627  -0.1134
27 C -2.831 -4.172 -1.100  -0.0410
28 C -1.892 -5.112 -0.697  -0.0335
29 C -0.878 -4.750 0.178  -0.0476
30 C -0.809 -3.449 0.652  -0.1626
31 H -6.177 0.224 0.229  0.0569
32 H -5.364 -0.174 1.753  0.0400
33 H -5.336 -1.328 0.396  0.0339
34 H -4.173 3.072 -0.209  0.0524
35 H -2.575 2.873 0.508  0.0148
36 H -4.020 2.648 1.496  0.0327
37 H -3.646 1.249 -2.470  0.0419
38 H -3.962 -0.486 -2.313  0.0371
39 H -2.319 0.119 -2.119  0.0088
40 H -2.979 1.306 2.954  0.0723
41 H -3.415 1.282 5.356  0.1209
42 H -2.617 -0.593 6.752  0.1241
43 H -1.382 -2.468 5.716  0.1209
44 H -0.985 -2.505 3.309  0.0858
45 H -3.511 -2.165 -0.963  0.0604
46 H -3.622 -4.457 -1.780  0.1225
47 H -1.955 -6.128 -1.061  0.1247
48 H -0.146 -5.482 0.493  0.1218
49 H -0.009 -3.202 1.342  0.0542
50 N -0.214 1.887 -0.712  -0.0202
51 C 0.501 2.244 -1.940  -0.3069
52 C -0.195 2.372 -3.129  -0.0266
53 C 0.498 2.721 -4.282  -0.0537
54 C 1.869 2.928 -4.238  -0.0548
55 C 2.552 2.798 -3.035  -0.0584
56 C 1.870 2.455 -1.875  -0.0523
57 H -1.213 1.930 -0.878  0.0416
58 H -0.008 2.605 -0.016  0.1102
59 H -1.267 2.227 -3.166  0.1087
60 H -0.043 2.846 -5.211  0.1244
61 H 2.401 3.218 -5.134  0.1224
62 H 3.616 2.992 -2.989  0.1200
63 H 2.394 2.390 -0.929  0.0937
64 C 1.416 -0.946 -4.938  0.0129
65 N 2.561 -0.690 -4.057  -0.0959
66 C 3.818 -0.330 -4.489  0.0043
67 C 4.599 -0.211 -3.392  0.0029
68 N 3.808 -0.501 -2.300  -0.1018
69 C 4.258 -0.508 -0.912  0.0024
70 C 2.568 -0.784 -2.723  -0.6280
71 Se 1.094 -1.324 -1.682  0.7723
72 H 1.792 -1.024 -5.953  0.1099
73 H 0.711 -0.123 -4.860  0.0858
74 H 0.945 -1.884 -4.655  0.0898
75 H 4.045 -0.208 -5.534  0.1474
76 H 5.642 0.038 -3.292  0.1457
77 H 5.344 -0.533 -0.909  0.1107
78 H 3.874 -1.395 -0.414  0.0808
79 H 3.910 0.394 -0.408  0.0815

* lowest unoccupied orbital energy (spin up / spin down): -0.33500 / -0.40109 hartree
* highest occupied orbital energy (spin up / spin down): -15.6 / -16.3 eV
* expectation value of S²: 8.823
* spin multiplicity: 6
* Kohn-Sham gap (spin up / spin down): 6.53 / 5.39 eV
* calculated total energy: -283798.7809 eV
* charge: +3

=====

Entry 3:
The following is a DFT calculation (ωB97M-V with the def2-TZVPD basis set) of a structure of composition C32H34CoF3NO2S2Sb.

Each line ends with the Löwdin charge.
Geometry (Å):
1 Co 1.709 -0.145 -0.350  0.2375
2 O 1.901 -0.420 2.041  -0.1374
3 C 3.246 -0.680 2.360  -0.1959
4 C 4.211 -0.512 1.204  -0.2395
5 C 5.560 -0.274 1.439  -0.0213
6 C 6.420 -0.148 0.366  -0.0649
7 C 5.904 -0.258 -0.916  -0.0532
8 C 4.551 -0.492 -1.064  -0.1154
9 N 3.722 -0.617 -0.026  0.0281
10 H 1.510 -1.240 1.562  0.0185
11 H 3.360 -1.698 2.753  0.1265
12 H 3.543 0.010 3.151  0.1222
13 H 5.916 -0.190 2.459  0.1136
14 H 7.476 0.030 0.527  0.1038
15 H 6.534 -0.161 -1.789  0.1029
16 H 4.088 -0.586 -2.041  0.0985
17 C 0.842 1.848 -4.472  -0.1552
18 C 1.210 1.524 -3.033  -0.7851
19 S 1.115 -0.185 -2.598  0.5458
20 C 1.570 2.472 -2.159  -0.7787
21 C 1.636 3.937 -2.524  -0.1380
22 S 2.007 2.127 -0.486  0.5791
23 H 0.543 0.938 -4.990  0.0397
24 H 1.688 2.282 -5.015  0.0687
25 H 0.011 2.560 -4.528  0.0587
26 H 1.354 4.117 -3.563  0.0585
27 H 2.651 4.320 -2.370  0.0640
28 H 0.971 4.519 -1.879  0.0491
29 C 2.573 -3.576 -0.263  -0.0468
30 C 1.094 -3.246 -0.031  -0.7309
31 C 0.555 -4.163 1.069  -0.0531
32 C 0.324 -3.515 -1.328  -0.0650
33 O 0.919 -1.913 0.365  -0.4033
34 H 2.705 -4.638 -0.493  0.0795
35 H 3.160 -3.335 0.630  0.0731
36 H 2.957 -2.987 -1.101  0.0703
37 H 0.644 -5.216 0.780  0.0786
38 H -0.499 -3.942 1.254  0.0733
39 H 1.115 -4.009 1.998  0.0799
40 H 0.508 -4.530 -1.697  0.0792
41 H 0.631 -2.797 -2.091  0.0251
42 H -0.747 -3.387 -1.159  0.0555
43 F -8.095 -0.620 -0.606  0.0316
44 C -6.748 -0.548 -0.458  -0.3010
45 C -5.971 -0.271 -1.562  -0.0255
46 C -4.591 -0.204 -1.399  -0.1329
47 C -3.982 -0.387 -0.153  -0.3577
48 C -4.816 -0.694 0.927  -0.1209
49 C -6.201 -0.770 0.786  -0.0235
50 Sb -1.779 -0.453 -0.039  1.5644
51 C -1.823 -0.259 2.114  -0.3722
52 C -1.147 -1.198 2.891  -0.1140
53 C -1.154 -1.129 4.283  -0.0092
54 C -1.854 -0.107 4.881  -0.2909
55 F -1.865 -0.024 6.233  0.0371
56 C -2.556 0.835 4.155  -0.0144
57 C -2.534 0.752 2.769  -0.1420
58 C -1.650 1.671 -0.458  -0.3772
59 C -1.206 2.624 0.456  -0.1517
60 C -1.161 3.973 0.124  -0.0247
61 C -1.538 4.351 -1.145  -0.3101
62 F -1.503 5.666 -1.474  0.0343
63 C -1.924 3.439 -2.102  -0.0221
64 C -1.968 2.095 -1.748  -0.1337
65 H -6.440 -0.122 -2.527  0.1124
66 H -3.981 -0.005 -2.274  0.0836
67 H -4.386 -0.877 1.905  0.0852
68 H -6.846 -1.004 1.624  0.1117
69 H -0.592 -1.991 2.399  0.0675
70 H -0.614 -1.843 4.892  0.1149
71 H -3.104 1.614 4.671  0.1141
72 H -3.090 1.481 2.193  0.1044
73 H -0.856 2.319 1.433  0.0938
74 H -0.817 4.719 0.830  0.1182
75 H -2.169 3.775 -3.102  0.1150
76 H -2.226 1.368 -2.511  0.0896

* lowest unoccupied orbital energy (spin up / spin down): 0.09173 / 0.09154 hartree
* highest occupied orbital energy (spin up / spin down): -3.4 / -3.5 eV
* expectation value of S²: 3.762
* energy above the lowest of the compared OMol25 structures with the same formula, charge and spin: 20.79 kcal per mole
* spin multiplicity: 4
* Kohn-Sham gap (spin up / spin down): 5.89 / 6.01 eV
* calculated total energy: -113310.9663 eV
* charge: -1

=====

Entry 4:
The following is a DFT calculation (ωB97M-V with the def2-TZVPD basis set) of a structure of composition C32H34N5O3S3Tb in a non-equilibrium geometry.

Each line ends with the Löwdin charge.
Geometry (Å):
1 Tb 0.682 0.505 -0.166  1.4378
2 C -2.712 -0.767 -1.052  -0.0027
3 C -1.889 -0.599 0.199  -0.3174
4 N -1.586 0.621 0.568  -0.0569
5 N -1.333 0.802 1.895  -0.0990
6 C -0.474 1.592 2.414  -1.1267
7 S 0.836 2.449 1.679  0.5126
8 S -0.636 1.830 4.166  0.8936
9 C -1.011 0.118 4.740  -0.3888
10 C -2.432 -0.147 5.112  -0.2882
11 C -3.408 -0.241 4.126  -0.0417
12 C -4.705 -0.590 4.454  -0.0832
13 C -5.046 -0.850 5.771  -0.1023
14 C -4.088 -0.729 6.763  -0.0941
15 C -2.791 -0.369 6.437  -0.0509
16 C -1.556 -1.775 1.006  -0.1270
17 C -2.476 -2.807 1.207  -0.0405
18 C -2.170 -3.898 1.991  -0.0981
19 C -0.907 -3.996 2.566  -0.0850
20 C 0.031 -3.013 2.360  -0.0170
21 C -0.252 -1.862 1.592  -0.3695
22 O 0.655 -0.951 1.399  -0.2769
23 H -3.736 -0.457 -0.846  0.0949
24 H -2.340 -0.144 -1.866  0.0625
25 H -2.716 -1.808 -1.363  0.0849
26 H -0.709 -0.520 3.911  0.0667
27 H -0.357 -0.034 5.600  0.0731
28 H -3.135 -0.035 3.102  0.0904
29 H -5.452 -0.673 3.676  0.0991
30 H -6.056 -1.145 6.022  0.0965
31 H -4.351 -0.924 7.794  0.0981
32 H -2.049 -0.266 7.217  0.1072
33 H -3.463 -2.717 0.777  0.1139
34 H -2.910 -4.662 2.172  0.0961
35 H -0.663 -4.852 3.179  0.1026
36 H 1.013 -3.085 2.802  0.1116
37 O -0.718 0.558 -4.431  0.0178
38 C -0.459 0.778 -3.242  -0.5724
39 N 0.214 -0.018 -2.413  -0.1338
40 C 0.612 -1.270 -3.040  -0.1767
41 C 1.679 -1.999 -2.278  -0.2697
42 C 2.385 -3.039 -2.884  -0.0129
43 C 3.348 -3.711 -2.158  -0.0560
44 C 3.590 -3.313 -0.851  -0.0511
45 C 2.836 -2.283 -0.319  -0.1110
46 N 1.898 -1.640 -1.012  0.0253
47 C -0.942 2.075 -2.625  -0.2110
48 C -1.941 2.782 -3.290  0.0050
49 C -2.354 4.003 -2.792  -0.0437
50 C -1.747 4.478 -1.640  -0.0423
51 C -0.793 3.691 -1.014  -0.1412
52 N -0.394 2.506 -1.480  0.0218
53 H 0.942 -1.090 -4.076  0.1259
54 H -0.264 -1.939 -3.110  0.1420
55 H 2.174 -3.307 -3.910  0.1191
56 H 3.905 -4.525 -2.599  0.1090
57 H 4.350 -3.792 -0.256  0.1042
58 H 2.972 -1.950 0.704  0.1191
59 H -2.354 2.350 -4.189  0.1186
60 H -3.127 4.571 -3.289  0.1095
61 H -2.009 5.437 -1.225  0.1060
62 H -0.321 4.018 -0.094  0.0566
63 C 5.574 1.609 -1.528  -0.1269
64 C 4.806 0.926 -2.637  -0.3458
65 S 2.966 1.093 -2.436  0.9737
66 O 2.756 1.100 -0.956  -0.6566
67 C 2.806 2.867 -2.921  -0.3389
68 C 2.255 2.953 -4.333  -0.1177
69 H 6.634 1.375 -1.603  0.0819
70 H 5.203 1.273 -0.563  0.0732
71 H 5.459 2.689 -1.575  0.0703
72 H 4.984 -0.150 -2.628  0.0815
73 H 5.048 1.320 -3.623  0.0899
74 H 3.769 3.365 -2.830  0.0817
75 H 2.109 3.288 -2.194  0.0824
76 H 2.969 2.562 -5.056  0.0752
77 H 2.034 3.986 -4.594  0.0846
78 H 1.339 2.372 -4.416  0.0579

* lowest unoccupied orbital energy (spin up / spin down): 0.00260 / 0.00329 hartree
* highest occupied orbital energy (spin up / spin down): -7.5 / -7.4 eV
* expectation value of S²: 12.668
* energy above the lowest of the compared OMol25 structures with the same formula, charge and spin: 8.16 kcal per mole
* spin multiplicity: 7
* Kohn-Sham gap (spin up / spin down): 7.54 / 7.46 eV
* calculated total energy: -102272.5826 eV
* charge: 0